Record 1
The following is a DFT calculation (ωB97M-V/def2-TZVPD) of a molecular structure, C50H67FN5S3SbTi.

```
128
Properties=species:S:1:pos:R:3:forces:R:3:lowdin_charge:R:1
Ti 0.1635 0.6824 -1.3533 0.2988 0.0630 0.2192 0.998
C 5.7445 -0.9960 -2.1189 0.1428 0.3361 0.0191 -0.101
C 4.9484 -0.7175 -3.2245 0.0860 0.1342 -0.0108 -0.079
C 3.7241 -0.0921 -3.0600 0.0129 0.0288 -0.0319 -0.041
C 3.2709 0.2642 -1.7899 -0.0518 0.1307 0.0704 -0.327
C 4.0392 -0.0752 -0.6844 0.0222 0.2115 -0.0021 -0.073
C 5.2783 -0.6834 -0.8518 0.2855 0.4047 -0.1580 -0.110
N 2.0850 1.0649 -1.6799 0.1506 -0.0109 -0.3457 -0.086
C 2.2549 2.3724 -2.1710 0.0194 0.1129 -0.0711 -0.262
C 3.4730 3.0456 -2.3301 -0.0307 -0.1024 0.1191 -0.020
C 3.4959 4.3200 -2.8689 -0.0606 0.0355 -0.0250 -0.078
C 2.3221 4.9509 -3.2846 0.1108 0.0077 0.0459 -0.086
C 1.1096 4.3069 -3.1412 -0.2419 0.0014 0.0734 -0.024
C 1.0817 3.0440 -2.5638 0.4074 -0.0508 -0.0750 -0.241
N -0.0339 2.2449 -2.3812 -0.0670 -0.8132 0.3035 -0.158
N -1.1933 2.4876 -2.9970 -0.0796 0.2736 0.0018 0.086
C -1.8553 1.3369 -3.1510 0.2522 -0.0562 -0.0192 -0.348
C -3.1385 1.3345 -3.7491 -0.0649 -0.0129 -0.0322 -0.010
C -3.7106 0.1504 -4.0861 -0.0187 0.0956 -0.0200 -0.053
C -3.0174 -1.0511 -3.8313 0.0779 0.0015 -0.0211 -0.066
C -1.8238 -1.0022 -3.1806 -0.0217 -0.0472 -0.1255 -0.140
N -1.2284 0.1586 -2.7910 -0.4652 0.0557 -0.1461 -0.010
H 6.7140 -1.4605 -2.2431 -0.0015 -0.0138 -0.0092 0.114
H 5.2901 -0.9717 -4.2201 0.0018 -0.0125 0.0020 0.112
H 3.1073 0.1590 -3.9151 0.0245 -0.0014 -0.0146 0.130
H 3.6721 0.1489 0.3058 0.0307 0.1021 0.0214 0.076
H 5.8899 -0.8928 0.0179 0.0283 0.0804 -0.0778 0.110
H 4.3990 2.5667 -2.0401 0.0033 -0.0326 0.0010 0.119
H 4.4467 4.8250 -2.9817 -0.0040 0.0057 -0.0033 0.104
H 2.3623 5.9395 -3.7215 -0.0003 -0.0049 -0.0047 0.102
H 0.1778 4.7576 -3.4570 0.0087 -0.0102 -0.0086 0.116
H -3.6062 2.2894 -3.9390 0.0011 0.0000 0.0023 0.115
H -4.6845 0.1302 -4.5578 -0.0007 -0.0142 0.0082 0.111
H -3.4263 -2.0047 -4.1226 -0.0242 -0.0749 0.0198 0.095
H -1.2903 -1.9140 -2.9666 0.0200 -0.0181 0.1068 0.057
C 4.4119 -3.3406 0.9342 -0.0978 -0.0805 -0.0909 -0.525
C 3.1493 -2.9820 1.7093 -0.0395 0.0671 -0.1665 -0.494
S 1.8868 -2.1069 0.7390 -0.1411 -0.0908 0.0885 0.867
C 0.9488 -3.5164 0.0772 0.0175 0.1494 0.1213 -0.492
C 0.1901 -3.1219 -1.1720 0.1430 0.0564 -0.1120 -0.536
S 1.2158 -2.3717 -2.4773 -0.2900 -0.1589 0.2126 0.875
C 2.5601 -3.5962 -2.6407 0.1287 0.3114 0.0183 -0.469
C 3.8496 -3.2976 -1.8582 -0.2484 -0.2651 0.1241 -0.532
S 4.2111 -4.4547 -0.4894 0.0218 0.0474 0.0115 0.882
H 5.1010 -3.8662 1.5983 0.0252 0.0353 0.0229 0.072
H 4.9103 -2.4418 0.5696 -0.1267 -0.3017 0.2211 0.028
H 3.4182 -2.3092 2.5260 -0.0284 -0.0339 0.0607 0.071
H 2.6768 -3.8647 2.1412 0.0436 -0.0007 0.0419 0.081
H 0.2451 -3.8576 0.8360 -0.1209 -0.0425 0.0079 0.080
H 1.6590 -4.3101 -0.1388 0.0094 -0.0489 0.0271 0.030
H -0.5749 -2.3781 -0.9263 -0.1326 -0.0542 0.0397 0.028
H -0.3010 -4.0011 -1.5853 -0.1005 -0.0410 0.0508 0.072
H 2.7797 -3.5854 -3.7076 0.0152 -0.0894 -0.0129 0.068
H 2.1456 -4.5748 -2.3962 -0.0453 0.0018 -0.0406 0.074
H 3.8153 -2.2931 -1.4423 -0.1376 -0.4286 -0.1135 0.009
H 4.7043 -3.3574 -2.5301 -0.1269 -0.0109 -0.0007 0.061
C -3.3068 -4.4752 -2.2965 0.0222 0.1016 0.0629 -0.070
C -3.6600 -3.4235 -1.2402 -0.0502 -0.1006 0.0344 -0.375
C -5.1877 -3.2771 -1.1993 0.1028 0.0743 -0.0138 -0.047
C -3.1282 -3.7595 0.1420 0.0860 0.1343 0.0293 -0.141
C -3.2790 -5.0587 0.6094 0.0237 -0.0032 0.0028 -0.052
C -2.8966 -5.4099 1.8926 -0.0260 -0.0195 0.0016 -0.089
C -2.4069 -4.4263 2.7281 0.0292 -0.0172 -0.0082 -0.066
C -2.2537 -3.1031 2.3124 0.0273 -0.0828 -0.0180 -0.144
C -1.8344 -2.1483 3.4215 -0.1015 0.0509 0.0387 -0.354
C -3.0508 -1.8464 4.3106 0.0370 -0.0132 0.0646 -0.056
C -1.1643 -0.8353 3.0399 0.1617 0.0516 0.0497 -0.081
C -2.5675 -2.7555 0.9803 0.0261 -0.1132 -0.0685 -0.204
N -2.2782 -1.4773 0.4611 -0.0340 0.0960 -0.2384 0.070
C -3.1640 -0.5074 0.6797 0.1066 -0.1730 -0.1143 -0.290
C -4.4132 -0.6278 1.3628 -0.0454 0.1149 -0.1145 -0.047
C -5.2815 0.4356 1.5170 0.0118 -0.0442 -0.0110 -0.103
C -4.9927 1.7038 1.0187 -0.0554 0.0376 0.0218 -0.119
C -3.7726 1.8912 0.3793 0.0380 0.0149 -0.0495 -0.048
C -2.9312 0.8206 0.2552 -0.1866 -0.1555 0.1654 -0.172
F -1.6626 1.0866 -0.3213 0.0698 0.0845 -0.0601 -0.158
H -3.6379 -4.1428 -3.2816 -0.0030 -0.0042 -0.0524 0.065
H -3.8124 -5.4215 -2.0949 0.0247 0.0046 -0.0345 0.071
H -2.2361 -4.6736 -2.3452 0.0470 -0.0077 -0.0004 0.064
H -3.2344 -2.4635 -1.5290 0.0010 -0.0010 0.0267 0.090
H -5.6471 -4.2227 -0.8992 -0.0118 0.0171 -0.0030 0.082
H -5.5740 -3.0078 -2.1860 -0.0119 -0.0047 -0.0036 0.075
H -5.4946 -2.5076 -0.4942 -0.0106 0.0554 0.0597 0.067
H -3.7145 -5.8122 -0.0372 0.0238 0.0172 0.0132 0.103
H -3.0047 -6.4291 2.2421 0.0056 0.0036 0.0020 0.097
H -2.1400 -4.6808 3.7494 0.0065 0.0127 -0.0025 0.111
H -1.1181 -2.7064 4.0339 0.0045 -0.0283 -0.0177 0.126
H -3.8081 -1.3097 3.7358 0.0708 -0.0139 0.1141 0.060
H -2.7599 -1.2198 5.1585 0.0010 -0.0101 -0.0080 0.079
H -3.4986 -2.7631 4.6965 -0.0094 -0.0006 0.0149 0.075
H -1.9073 -0.0840 2.7762 0.0384 0.0663 -0.0323 0.062
H -0.6068 -0.4711 3.9065 -0.0091 0.0809 0.0642 0.076
H -0.4766 -0.9491 2.2074 0.0927 0.0085 -0.0358 0.035
H -4.6635 -1.5994 1.7696 -0.0674 0.0126 -0.0750 0.107
H -6.2146 0.2751 2.0449 -0.0060 -0.0228 -0.0148 0.101
H -5.6880 2.5240 1.1261 0.0132 0.0042 0.0119 0.090
H -3.4768 2.8555 -0.0136 0.0271 -0.0158 -0.0135 0.104
C -1.3103 2.9774 3.2505 0.0841 -0.0132 0.0524 -0.141
C 0.2008 2.7447 3.2223 -0.0647 -0.2246 -0.3030 -0.535
C 0.9344 3.7707 4.0790 0.0544 -0.1161 -0.0307 -0.128
Sb 0.8426 2.5232 1.1361 0.1147 0.7578 0.0610 1.584
C 3.0111 2.7110 1.3243 -0.2116 -0.0969 0.0500 -0.555
C 3.5082 1.7801 2.4311 0.0043 -0.0053 -0.0933 -0.154
C 3.5819 4.1171 1.4512 0.0127 -0.0810 -0.0134 -0.131
C 0.3301 4.5137 0.3478 -0.0416 -0.2261 0.1247 -0.525
C -1.0946 4.5090 -0.2045 0.0845 -0.0148 -0.0907 -0.153
C 0.5000 5.6958 1.2963 0.0404 -0.0343 -0.0662 -0.135
H -1.6865 2.8884 4.2741 -0.0024 0.0049 -0.0118 0.085
H -1.8596 2.2672 2.6332 -0.0444 -0.0616 -0.0247 0.048
H -1.5536 3.9823 2.8996 -0.0103 0.0018 0.0029 0.061
H 0.4171 1.7540 3.6226 -0.0674 -0.1212 0.0492 0.060
H 0.6592 4.7886 3.8212 -0.0124 0.0801 -0.0332 0.058
H 2.0174 3.6836 4.0091 -0.0086 0.0304 0.0234 0.043
H 0.6605 3.6131 5.1270 -0.0063 0.0205 -0.0018 0.084
H 3.3409 2.3156 0.3647 0.0157 -0.0466 -0.0526 0.031
H 3.2967 2.1854 3.4212 0.0110 -0.0292 0.0015 0.061
H 4.5920 1.6438 2.3563 -0.0035 0.0026 0.0237 0.082
H 3.0416 0.7912 2.3794 0.0175 -0.0161 0.0084 0.054
H 3.3137 4.5882 2.3971 -0.0103 0.0287 0.0035 0.060
H 3.2534 4.7598 0.6337 0.0036 0.0219 0.0149 0.064
H 4.6753 4.0676 1.4092 -0.0032 0.0159 0.0150 0.082
H 1.0353 4.6227 -0.4796 0.0034 -0.0174 0.0099 0.058
H -1.8217 4.4709 0.6096 -0.0133 -0.0033 0.0028 0.062
H -1.2913 3.6751 -0.8759 -0.0312 0.0638 0.0457 0.024
H -1.2785 5.4297 -0.7681 -0.0166 0.0080 0.0300 0.087
H -0.2912 5.7085 2.0459 0.0011 0.0070 0.0460 0.062
H 0.4168 6.6264 0.7250 -0.0206 -0.0013 0.0123 0.085
H 1.4594 5.7068 1.8056 0.0299 0.0270 0.0332 0.047
```
Positions in Å, forces in eV/Å.

The value obtained for the frontier orbital gap (spin up / spin down) is 5.4 / 5.4 eV. The value obtained for the HOMO energy (spin up / spin down) is -6.2 / -6.2 eV. For the lowest unoccupied orbital energy (spin up / spin down), the calculation gives -0.84 / -0.83 eV. The calculation puts the energy relative to the best compared isomer or geometry (same formula, charge and spin) at 71.8 kcal per mole.



Record 2
The following is a DFT calculation (ωB97M-V/def2-TZVPD) of a molecular structure, C6H6OS at a distorted geometry.

```
14
Properties=species:S:1:pos:R:3:forces:R:3:lowdin_charge:R:1
C -0.8575 0.2908 1.3257 1.4708 0.8840 2.1307 -0.122
C -0.2248 0.1415 -0.0242 1.3030 -2.2495 0.3954 -0.780
C 1.1209 -0.7903 0.2408 1.0858 2.2218 -5.6727 -0.082
C 0.6402 -1.8629 -0.8375 1.2318 -2.8068 0.6098 -0.654
C -0.2238 1.3175 -0.9129 0.4793 -2.0232 2.8703 -0.142
C -0.4197 2.4338 -1.2827 -0.5425 1.6147 -3.2862 0.109
H -0.4495 1.3926 1.5191 -1.2213 -2.3472 1.1504 0.131
H -1.9542 0.1928 1.3784 0.4620 0.5431 -0.2700 0.071
H -0.4255 -0.6443 2.0174 -1.2400 3.0295 -1.4277 0.139
H 2.0363 -0.2922 -0.2576 -1.0452 -0.6487 1.2988 0.141
H 1.2662 -1.0760 1.2391 0.2175 -0.5028 1.0697 0.073
H -0.6449 3.0153 -2.1949 0.2796 0.1128 1.4562 0.062
O 1.1108 -2.8747 -1.3753 -0.9438 3.2239 1.6045 0.003
S -0.9744 -1.2438 -0.8352 -1.5370 -1.0518 -1.9293 1.052
```
Positions in Å, forces in eV/Å.

The value obtained for the frontier orbital gap is 10.3 eV. The value obtained for the HOMO energy is -9.7 eV. For the lowest unoccupied orbital energy, the calculation gives 0.59 eV. The calculation puts the energy relative to the best compared isomer or geometry (same formula, charge and spin) at 78.4 kcal per mole.



Record 3
The following is a DFT calculation (ωB97M-V/def2-TZVPD) of 5 unconnected molecules or ions with the total composition C10H13Cl16OS.

```
41
Properties=species:S:1:pos:R:3:forces:R:3:lowdin_charge:R:1
C 1.7557 1.1241 -1.5249 -0.0713 0.4231 0.0441 -0.062
C 0.8927 2.1396 -1.4690 -0.2368 -0.7596 0.2199 -0.381
S 0.1302 2.7935 -2.9000 0.0748 0.5792 -0.2075 1.192
O -1.4374 2.5705 -3.0243 0.3075 -0.4012 0.2550 -0.422
C -2.2542 2.9834 -1.8606 -0.7741 0.3355 -0.0794 -0.193
C -3.0672 1.8159 -1.3532 0.1010 0.0277 0.3104 -0.176
C -2.2740 0.5736 -0.9530 -0.1786 -0.3288 -0.2726 -0.245
C -1.8183 -0.3098 -2.1350 0.3183 0.2297 -0.0384 -0.099
H 2.4759 1.0378 -0.7120 -0.6228 -0.1385 -0.0879 -0.033
H 1.8131 0.3935 -2.3245 0.1984 0.3193 -0.2558 0.086
H 0.6878 2.6785 -0.5497 0.3901 0.4221 -0.3404 0.007
H 0.5457 1.8637 -3.7838 -0.1031 -0.1521 0.0651 0.055
H -2.9251 3.7526 -2.2456 0.1678 0.0258 -0.0791 0.134
H -1.6384 3.4559 -1.0936 0.2078 -0.2307 -0.0047 0.070
H -3.8467 1.5714 -2.0792 0.1224 -0.0679 -0.0400 0.130
H -3.5940 2.1946 -0.4694 0.0212 0.0828 -0.0743 0.128
H -2.9190 -0.0316 -0.3172 0.0345 0.0658 0.1080 0.094
H -1.4177 0.8481 -0.3299 -0.0207 0.0613 0.0266 0.077
H -2.0743 0.1234 -3.1025 -0.1500 -0.0201 0.0424 0.069
H -2.2535 -1.3070 -2.0924 0.0305 0.0180 0.0293 0.079
H -0.7308 -0.4302 -2.1254 -0.1313 -0.1140 -0.0394 0.019
C 5.2631 -1.0834 1.1502 0.0864 -0.0224 0.0529 -2.030
Cl 4.0850 -0.2109 0.1252 0.4300 -0.1942 0.1480 0.527
Cl 6.6152 -1.5962 0.1507 -0.0173 0.0078 -0.0077 0.558
Cl 5.8245 -0.0036 2.4201 -0.0212 0.0013 -0.0087 0.555
Cl 4.4620 -2.4824 1.8515 0.0770 0.0072 -0.0190 0.532
C 0.0978 -2.7651 0.8530 -0.0115 -0.1318 0.0222 -2.015
Cl 0.8658 -1.4600 -0.0939 -0.0500 -0.1054 0.1831 0.539
Cl -1.4660 -2.2111 1.4530 -0.0349 0.0614 -0.0355 0.554
Cl -0.1252 -4.1641 -0.1883 0.0047 0.0043 -0.0187 0.548
Cl 1.1278 -3.1799 2.2141 -0.0656 -0.0199 0.0027 0.525
C -0.7769 5.0486 2.0172 0.0045 0.0914 0.0137 -2.043
Cl -0.7825 5.1386 3.7668 -0.0026 -0.0091 -0.0327 0.576
Cl 0.4891 6.0789 1.3541 0.0015 -0.0032 -0.0174 0.547
Cl -0.4650 3.3615 1.5207 -0.0644 -0.1221 0.1719 0.539
Cl -2.3455 5.5396 1.3750 -0.0156 -0.0001 -0.0205 0.542
C 0.2157 -7.1730 3.2963 0.0055 -0.0183 -0.0026 -2.062
Cl -1.1836 -6.1522 2.9391 -0.0228 0.0327 0.0097 0.503
Cl 1.2593 -6.3574 4.4668 -0.0038 0.0313 -0.0019 0.516
Cl -0.3326 -8.7060 3.9664 0.0035 -0.0045 -0.0058 0.543
Cl 1.1214 -7.4637 1.8071 0.0109 0.0164 -0.0148 0.515
```
Positions in Å, forces in eV/Å.

As for the total charge: +1. The value obtained for the frontier orbital gap is 8.5 eV. The value obtained for the HOMO energy is -12.8 eV. For the lowest unoccupied orbital energy, the calculation gives -4.27 eV.



Record 4
The following is a DFT calculation (ωB97M-V/def2-TZVPD) of a gas-phase ion, C7H9N (charge +1) at a distorted geometry.

```
17
Properties=species:S:1:pos:R:3:forces:R:3:mulliken_spin:R:1
C -2.0651 0.2092 -0.8505 -0.2627 1.2309 -0.2969 0.003
C -0.7412 0.7220 -0.3654 0.0591 -1.1746 -0.6916 -0.053
C -0.0709 1.8672 -0.5877 -0.2396 0.5272 -0.2020 0.123
N 1.2322 1.7483 -0.0975 0.2511 0.1399 1.3198 0.050
C 1.3926 0.5808 0.4823 0.4059 -0.2966 -1.0297 0.229
C 0.2084 -0.1934 0.2311 0.2657 0.0701 0.5137 0.218
C 0.0657 -1.5736 0.4968 0.5402 0.2362 -0.6696 0.016
C 1.0745 -2.2424 1.1542 -0.5879 0.5134 -0.5212 0.373
H -2.5360 0.7924 -1.6434 0.4564 0.4030 -0.0106 -0.001
H -1.8944 -0.7434 -1.3213 -0.3301 -0.6529 0.2724 0.000
H -2.8178 0.2432 -0.0649 0.1195 -0.6716 0.1781 -0.003
H -0.3628 2.7393 -1.1307 -0.1487 0.3596 -0.0378 0.004
H 1.9135 2.4540 0.1659 -0.3924 0.4455 -0.8239 -0.002
H 2.4021 0.3634 0.7817 -0.1044 -0.4467 0.6081 -0.002
H -0.7634 -2.0529 -0.0115 -0.4027 -0.2405 0.9214 0.009
H 2.0205 -1.7159 1.1124 0.1336 -0.4229 0.8607 0.028
H 0.9421 -3.1982 1.6485 0.2371 -0.0200 -0.3910 0.009
```
Positions in Å, forces in eV/Å.

As for the total charge: +1. The value obtained for the frontier orbital gap (spin up / spin down) is 9.1 / 7.0 eV. The value obtained for the HOMO energy (spin up / spin down) is -13.6 / -13.9 eV. As for the multiplicity: 2. For the lowest unoccupied orbital energy (spin up / spin down), the calculation gives -4.44 / -6.85 eV. The calculation puts the energy relative to the best compared isomer or geometry (same formula, charge and spin) at 35.1 kcal per mole.



no.,DFT total energy (a.u.)
1,-4603.32782
2,-705.50138
3,-8224.92874
4,-326.56129